(1)
Below is a 6-piece molecular cluster, C28H45NO13 overall in a non-equilibrium geometry, with properties calculated with ωB97M-V with the def2-TZVPD basis set.

XYZ file:
```
87
C28H45NO13 ωB97M-V with the def2-TZVPD basis set
C -2.0538 -5.8906 0.4778
C -3.3901 -5.2997 0.9546
C -3.4743 -3.7728 0.9186
O -3.6479 -3.3052 -0.4187
C -2.4861 -2.8910 -1.0540
C -2.3507 -3.5393 -2.4370
C -3.6351 -4.2161 -2.8954
C -4.7124 -3.2600 -3.3243
N -3.7977 -5.4479 -2.9496
O -2.5225 -1.4625 -1.0971
C -1.3825 -0.9046 -1.5775
O -1.3718 -0.4344 -2.6364
H -1.6266 -5.3900 -0.3856
H -2.2389 -6.9189 0.1722
H -1.3158 -5.9118 1.2761
H -3.4998 -5.5915 1.9973
H -4.1993 -5.6803 0.3404
H -2.6654 -3.2709 1.4517
H -4.3928 -3.5060 1.4399
H -1.6406 -3.2360 -0.4516
H -2.1190 -2.8128 -3.2090
H -1.5632 -4.2886 -2.4722
H -5.5179 -3.7665 -3.8418
H -4.2308 -2.5421 -3.9806
H -5.0577 -2.7343 -2.4388
H -2.9367 -5.9033 -2.6398
H -0.4558 -0.8538 -0.9911
O 0.9415 -1.5317 2.0361
C 1.0044 -0.3337 2.0757
O 0.5069 0.4004 3.0946
C 0.6365 1.8096 2.7986
C 1.7512 1.8929 1.7670
C 1.5900 0.5776 1.0150
H -0.3160 2.1708 2.4132
H 0.8728 2.3468 3.7036
H 1.6861 2.7745 1.1333
H 2.7217 1.9113 2.2681
H 0.8786 0.6644 0.1929
H 2.5390 0.1945 0.6544
O 3.0226 2.0686 -1.1720
C 4.1751 2.0830 -0.8516
O 4.6373 2.8116 0.1957
C 6.0746 2.7146 0.2686
C 6.4204 1.4319 -0.4717
C 5.3230 1.3646 -1.5304
H 6.5054 3.5996 -0.2041
H 6.3802 2.6916 1.3113
H 7.4300 1.4311 -0.8782
H 6.3296 0.5793 0.2037
H 5.5924 1.9113 -2.4352
H 5.0477 0.3425 -1.7758
O -2.0616 -5.8110 -5.5664
C -2.2428 -4.7974 -6.1698
O -2.5707 -3.6182 -5.5709
C -2.8216 -2.6146 -6.5695
C -2.0949 -3.0967 -7.8145
C -2.1900 -4.6124 -7.6740
H -3.9012 -2.5402 -6.7204
H -2.4485 -1.6554 -6.2158
H -2.5216 -2.7084 -8.7377
H -1.0481 -2.7902 -7.7733
H -3.1096 -5.0079 -8.1078
H -1.3263 -5.1195 -8.0945
O 6.0179 5.3109 2.6464
C 5.1394 6.0199 2.2462
O 5.1729 7.3721 2.3515
C 3.9341 7.9308 1.8802
C 3.3442 6.8729 0.9613
C 3.8418 5.5811 1.6021
H 3.2961 8.1355 2.7429
H 4.1367 8.8666 1.3637
H 2.2610 6.9354 0.8723
H 3.7694 6.9738 -0.0391
H 3.1642 5.2238 2.3798
H 4.0239 4.7977 0.8723
O -0.6812 3.6366 4.5348
C -1.3040 3.0996 5.4062
O -1.9891 1.9499 5.2156
C -2.7197 1.6075 6.4056
C -2.0040 2.3330 7.5340
C -1.4890 3.5848 6.8301
H -3.7526 1.9415 6.2850
H -2.7125 0.5276 6.5326
H -2.6457 2.5362 8.3894
H -1.1602 1.7349 7.8820
H -2.2252 4.3900 6.8330
H -0.5476 3.9337 7.2455
```

Net charge ... 0
Structure (SMILES) ... [H]/N=C(/C)C[C@@H](OC=O)OCCC.O=C1CCCO1.O=C1CCCO1.O=C1CCCO1.O=C1CCCO1.O=C1CCCO1
Frontier orbital gap ... 9.595 eV

(2)
Below is C14H22N7OPdS as an isolated structure in a non-equilibrium geometry, with properties calculated with ωB97M-V with the def2-TZVPD basis set.

XYZ file:
```
46
C14H22N7OPdS ωB97M-V with the def2-TZVPD basis set
Pd -1.2115 -0.4442 0.3197
O -0.8391 -1.2216 -1.9495
N -2.1280 -0.9398 -2.2533
C -2.3639 -0.3545 -3.4840
C -3.5976 -0.3273 -4.0624
C -4.6922 -0.9145 -3.4123
C -4.4529 -1.4975 -2.1425
C -3.2071 -1.5218 -1.5711
S -2.9446 -2.2705 -0.0329
H -1.4841 0.0705 -3.9502
H -3.7212 0.1515 -5.0321
H -5.6889 -0.8795 -3.8433
H -5.2693 -1.9399 -1.5856
C -0.8114 -1.4262 3.0734
N -1.3945 -0.1089 3.1844
C -0.9598 0.6397 4.3314
C -1.5281 0.6314 2.0155
N -1.6772 1.7676 1.6721
H -1.2780 -2.1039 3.7986
H 0.2817 -1.4159 3.2554
H -1.0194 -1.7909 2.0370
H -1.2418 0.1205 5.2580
H -1.4302 1.6208 4.3099
H 0.1356 0.7874 4.3510
C 1.9339 1.1663 1.3155
N 3.2495 1.4480 0.7077
C 2.9994 2.1189 -0.5705
N 2.1819 1.3318 -1.4736
C 0.8934 1.0534 -0.8110
N 1.1116 0.3594 0.4534
C 1.7691 -0.9012 0.1710
N 3.0812 -0.6826 -0.4671
C 3.8711 0.1563 0.4180
C 2.8400 0.0543 -1.7057
H 1.4290 2.1158 1.5175
H 2.1117 0.6433 2.2633
H 3.9708 2.3312 -1.0450
H 2.4893 3.0659 -0.3632
H 0.2730 0.4036 -1.4598
H 0.3804 2.0029 -0.6223
H 1.1247 -1.4863 -0.4990
H 1.9369 -1.4504 1.1061
H 4.8574 0.3319 -0.0376
H 4.0105 -0.3726 1.3683
H 2.2021 -0.5512 -2.3536
H 3.8068 0.2287 -2.1995
```

Spin multiplicity ... 2
Net charge ... -2
Frontier orbital gap (spin up / spin down) ... 1.431 / 5.293 eV

(3)
Below is C5H8O2 as an isolated structure, with properties calculated with ωB97M-V with the def2-TZVPD basis set.

XYZ file:
```
15
C5H8O2 ωB97M-V with the def2-TZVPD basis set
O 2.6916 -0.6756 0.7737
C 2.1205 -1.2867 -0.0982
C -0.4633 0.2684 0.7557
C -1.4573 1.1225 0.4651
C -2.2709 0.1693 -0.3970
C -1.0627 -0.7683 -0.1314
O -0.7308 -1.8439 -0.5601
H 2.3769 1.4526 -0.0507
H 1.7757 -2.3246 0.0394
H 1.8871 -0.8252 -1.0783
H 0.4404 0.3235 1.3508
H -1.6263 2.1585 0.7384
H 1.9670 1.9605 -0.4117
H -2.4374 0.4419 -1.4440
H -3.2106 -0.1730 0.0484
```

Net charge ... 0
Frontier orbital gap ... 10.352 eV

(4)
Below is a 2-piece molecular cluster, C5H8O overall, with properties calculated with ωB97M-V with the def2-TZVPD basis set.

XYZ file:
```
14
C5H8O ωB97M-V with the def2-TZVPD basis set
O 0.1802 1.2582 2.4724
C 0.8730 -0.0952 -0.3215
C 0.8065 0.6042 -1.6337
C -0.2423 0.6249 -0.5627
C -1.1650 -0.5378 -0.1432
C 0.1130 -1.3310 0.1808
H 0.8652 1.1603 1.7983
H 1.4001 1.5082 -1.7294
H 0.6734 0.0636 -2.5760
H -0.5024 1.7546 2.0031
H -1.8400 -0.3082 0.6826
H -1.7399 -0.9273 -0.9890
H 0.2893 -1.5446 1.2361
H 0.2890 -2.2299 -0.4178
```

Net charge ... 0
Structure (SMILES) ... C1CC2=C1C2.O
Frontier orbital gap ... 9.353 eV

(5)
Below is C4H2IN in the gas phase in a non-equilibrium geometry, with properties calculated with ωB97M-V with the def2-TZVPD basis set.

XYZ file:
```
8
C4H2IN ωB97M-V with the def2-TZVPD basis set
C -0.9903 0.7582 -0.1741
C 0.1301 1.4384 0.0278
C 1.7218 -0.2673 0.0119
C -1.6634 -0.3614 0.0155
N 1.2424 0.8673 -0.0097
I 3.6501 -0.7112 -0.0084
H -2.1213 -0.7459 0.8853
H -1.9694 -0.9782 -0.7483
```

Net charge ... 0
Frontier orbital gap (spin up / spin down) ... 7.477 / 7.518 eV

(6)
Below is C6H12O in the gas phase in a non-equilibrium geometry, with properties calculated with ωB97M-V with the def2-TZVPD basis set.

XYZ file:
```
19
C6H12O ωB97M-V with the def2-TZVPD basis set
C 2.8043 0.1397 0.5191
C 1.6565 0.5900 -0.3736
O 0.4195 0.6529 0.3103
C -0.2905 -0.5365 0.4750
C -1.5054 -0.3697 1.3010
C -1.7302 -0.6584 -0.1411
C -2.0873 0.3319 -1.1933
H 2.6261 -0.8725 0.8954
H 2.9139 0.8126 1.3759
H 3.7440 0.1425 -0.0456
H 1.5684 -0.0644 -1.2517
H 1.8376 1.6094 -0.7325
H 0.0011 -1.4298 -0.0408
H -1.6509 0.6779 1.5545
H -1.8012 -1.0764 2.0652
H -2.0444 -1.6947 -0.3198
H -1.9639 -0.1181 -2.1882
H -3.1098 0.6924 -1.0937
H -1.3876 1.1712 -1.1162
```

Net charge ... 0
Structure (SMILES) ... CCO[C@H]1C[C@H]1C
Frontier orbital gap ... 9.407 eV

Q: Which of these has the lowest net charge?
A: C14H22N7OPdS

Copy entry 3 word for word.
Below is C5H8O2 as an isolated structure, with properties calculated with ωB97M-V with the def2-TZVPD basis set.

XYZ file:
```
15
C5H8O2 ωB97M-V with the def2-TZVPD basis set
O 2.6916 -0.6756 0.7737
C 2.1205 -1.2867 -0.0982
C -0.4633 0.2684 0.7557
C -1.4573 1.1225 0.4651
C -2.2709 0.1693 -0.3970
C -1.0627 -0.7683 -0.1314
O -0.7308 -1.8439 -0.5601
H 2.3769 1.4526 -0.0507
H 1.7757 -2.3246 0.0394
H 1.8871 -0.8252 -1.0783
H 0.4404 0.3235 1.3508
H -1.6263 2.1585 0.7384
H 1.9670 1.9605 -0.4117
H -2.4374 0.4419 -1.4440
H -3.2106 -0.1730 0.0484
```

Net charge ... 0
Frontier orbital gap ... 10.352 eV